The following is a DFT calculation (ωB97M-V/def2-TZVPD) of a 2-piece molecular cluster, C4H15ClN3Si overall in a non-equilibrium geometry.

Results
relative energy (zero: lowest compared OMol25 entry of this formula, charge and spin): 0.0 kcal per mole
E: -29256.2305 eV
spin multiplicity: 1
gap between HOMO and LUMO: 9.88 eV
highest occupied orbital energy: -12.94 eV
net charge: +1

Atoms and positions in Å:
1 C 0.438 -2.980 0.097
2 C -1.304 -0.248 -1.878
3 C -0.922 2.933 1.223
4 C 0.147 -1.527 -0.317
5 N -0.742 -1.437 -1.267
6 N 0.968 -0.509 0.095
7 N -0.642 2.411 -0.165
8 Si 2.202 -0.561 1.400
9 Cl 3.239 1.117 1.297
10 H 0.547 -2.928 1.176
11 H -0.451 -3.608 -0.159
12 H 1.382 -3.363 -0.365
13 H -1.856 -0.708 -2.815
14 H -2.134 0.244 -1.254
15 H -0.551 0.418 -2.239
16 H -1.914 2.595 1.727
17 H -0.296 2.715 2.025
18 H -0.945 4.004 1.028
19 H -1.265 -2.193 -1.403
20 H 0.799 0.472 -0.236
21 H 0.157 2.938 -0.535
22 H -1.395 2.690 -0.820
23 H 1.259 -0.852 2.533
24 H 3.280 -1.625 0.853

The molecule's Löwdin atomic charges, reported in e, are given here: atom 1 (C): 0.012, atom 2 (C): -0.045, atom 3 (C): -0.150, atom 4 (C): -0.334, atom 5 (N): 0.038, atom 6 (N): -0.055, atom 7 (N): -0.088, atom 8 (Si): 0.153, atom 9 (Cl): 0.366, atom 10 (H): 0.065, atom 11 (H): 0.109, atom 12 (H): 0.117, atom 13 (H): 0.138, atom 14 (H): 0.117, atom 15 (H): 0.069, atom 16 (H): 0.106, atom 17 (H): 0.029, atom 18 (H): 0.069, atom 19 (H): 0.087, atom 20 (H): 0.074, atom 21 (H): 0.068, atom 22 (H): 0.076, atom 23 (H): -0.018, atom 24 (H): -0.001



The following is a DFT calculation (ωB97M-V/def2-TZVPD) of a single C5H5N molecule in a non-equilibrium geometry.

Results
relative energy (zero: lowest compared OMol25 entry of this formula, charge and spin): 51.5 kcal per mole
E: -6753.6742 eV
structure (SMILES): CC#CCC#N
spin multiplicity: 1
gap between HOMO and LUMO: 10.83 eV
highest occupied orbital energy: -10.15 eV

Atoms and positions in Å:
1 C -2.342 -0.234 -0.774
2 C -0.947 -0.153 -0.294
3 C 0.196 -0.013 0.074
4 C 1.590 0.172 0.535
5 C 2.693 -0.130 -0.412
6 N 3.609 0.074 -1.092
7 H -2.649 0.725 -1.212
8 H -3.044 -0.464 0.039
9 H -2.468 -1.004 -1.546
10 H 1.851 1.234 0.619
11 H 1.731 -0.268 1.534

The molecule's Löwdin atomic charges, reported in e, are given here: atom 1 (C): -0.102, atom 2 (C): -0.072, atom 3 (C): -0.037, atom 4 (C): -0.185, atom 5 (C): -0.215, atom 6 (N): 0.132, atom 7 (H): 0.079, atom 8 (H): 0.077, atom 9 (H): 0.079, atom 10 (H): 0.123, atom 11 (H): 0.122



The following is a DFT calculation (ωB97M-V/def2-TZVPD) of C5H9NO as an isolated structure.

Results
relative energy (zero: lowest compared OMol25 entry of this formula, charge and spin): 90.6 kcal per mole
E: -8865.2850 eV
spin multiplicity: 1
gap between HOMO and LUMO: 10.25 eV
highest occupied orbital energy: -9.43 eV

Atoms and positions in Å:
1 C -1.627 -0.855 0.532
2 C -0.618 -0.275 -0.478
3 N -0.247 1.302 -0.589
4 C 0.495 1.109 0.720
5 C 0.821 -0.186 -0.093
6 O 1.528 -1.343 0.176
7 C 1.026 0.809 -1.253
8 H -2.602 -0.429 0.303
9 H -1.763 -1.958 0.486
10 H -1.383 -0.640 1.580
11 H -0.729 -0.837 -1.424
12 H -0.203 1.140 1.561
13 H 1.332 1.799 0.925
14 H 1.240 -1.656 1.044
15 H 0.829 0.543 -2.294
16 H 1.903 1.477 -1.200

The molecule's Löwdin atomic charges, reported in e, are given here: atom 1 (C): -0.050, atom 2 (C): -0.240, atom 3 (N): 0.021, atom 4 (C): -0.097, atom 5 (C): -0.492, atom 6 (O): 0.042, atom 7 (C): -0.097, atom 8 (H): 0.072, atom 9 (H): 0.087, atom 10 (H): 0.067, atom 11 (H): 0.142, atom 12 (H): 0.099, atom 13 (H): 0.113, atom 14 (H): 0.105, atom 15 (H): 0.111, atom 16 (H): 0.117



The following is a DFT calculation (ωB97M-V/def2-TZVPD) of a single C13H15FN4OS molecule in a non-equilibrium geometry.

Results
E: -35271.9164 eV
structure (SMILES): CCCc1nnc(NC(=O)CNc2ccc(F)cc2)s1
spin multiplicity: 1
gap between HOMO and LUMO: 8.12 eV
highest occupied orbital energy: -7.95 eV

Atoms and positions in Å:
1 C -5.799 -2.312 -0.855
2 C -4.631 -1.246 -0.784
3 C -4.235 -1.356 0.506
4 C -3.285 -0.215 0.868
5 N -3.445 0.783 1.727
6 N -2.335 1.756 1.415
7 C -1.423 1.351 0.663
8 N -0.159 1.971 0.571
9 C 0.731 1.787 -0.245
10 O 0.590 0.665 -1.008
11 C 2.029 2.331 -0.437
12 N 3.161 1.973 -0.911
13 C 3.723 0.746 -0.514
14 C 3.555 0.412 1.093
15 C 4.339 -0.803 1.546
16 C 5.055 -1.466 0.746
17 F 5.748 -2.361 1.236
18 C 5.322 -1.019 -0.747
19 C 4.507 0.004 -1.082
20 S -1.661 -0.221 0.018
21 H -6.181 -2.299 -1.944
22 H -6.715 -2.243 -0.304
23 H -5.476 -3.357 -0.689
24 H -5.044 -0.172 -1.073
25 H -3.896 -1.472 -1.483
26 H -5.066 -0.847 1.297
27 H -3.862 -2.173 0.796
28 H -0.193 2.840 1.215
29 H 1.747 3.213 -0.911
30 H 2.312 3.006 0.650
31 H 3.136 1.833 -1.962
32 H 3.007 1.203 1.386
33 H 4.155 -0.841 2.713
34 H 5.716 -1.653 -1.155
35 H 4.574 0.184 -2.341

The molecule's Löwdin atomic charges, reported in e, are given here: atom 1 (C): -0.095, atom 2 (C): -0.300, atom 3 (C): -0.299, atom 4 (C): -0.504, atom 5 (N): 0.066, atom 6 (N): 0.016, atom 7 (C): -0.642, atom 8 (N): 0.120, atom 9 (C): -0.455, atom 10 (O): -0.124, atom 11 (C): -0.305, atom 12 (N): 0.018, atom 13 (C): -0.251, atom 14 (C): 0.151, atom 15 (C): -0.035, atom 16 (C): -0.379, atom 17 (F): 0.165, atom 18 (C): 0.113, atom 19 (C): -0.153, atom 20 (S): 1.107, atom 21 (H): 0.091, atom 22 (H): 0.056, atom 23 (H): 0.077, atom 24 (H): 0.175, atom 25 (H): 0.086, atom 26 (H): 0.200, atom 27 (H): 0.049, atom 28 (H): 0.217, atom 29 (H): 0.126, atom 30 (H): 0.206, atom 31 (H): 0.176, atom 32 (H): 0.016, atom 33 (H): 0.156, atom 34 (H): -0.036, atom 35 (H): 0.188



The following is a DFT calculation (ωB97M-V/def2-TZVPD) of an isolated ion of composition C21H28NO and charge +1.

Results
relative energy (zero: lowest compared OMol25 entry of this formula, charge and spin): 6.5 kcal per mole
E: -25763.5746 eV
structure (SMILES): c1ccc(-c2ccccc2OCCC[NH+]2CCCCCC2)cc1
spin multiplicity: 1
gap between HOMO and LUMO: 9.45 eV
highest occupied orbital energy: -11.50 eV
net charge: +1

Atoms and positions in Å:
1 C -1.555 4.108 0.729
2 C -1.831 2.752 0.786
3 C -0.856 1.863 1.202
4 C 0.405 2.322 1.572
5 C 1.441 1.369 2.012
6 C 2.065 1.515 3.246
7 C 3.009 0.601 3.678
8 C 3.350 -0.477 2.880
9 C 2.759 -0.629 1.638
10 C 1.815 0.289 1.210
11 O 1.231 0.106 -0.053
12 C 1.620 1.041 -1.058
13 C 0.457 1.271 -2.025
14 C 0.035 -0.016 -2.731
15 N -0.454 -1.027 -1.754
16 C -0.198 -2.428 -2.171
17 C -0.094 -3.362 -0.967
18 C -1.415 -3.998 -0.524
19 C -2.639 -3.083 -0.619
20 C -2.371 -1.628 -0.233
21 C -1.868 -0.775 -1.392
22 C 0.669 3.688 1.528
23 C -0.306 4.573 1.104
24 H -2.316 4.801 0.404
25 H -2.814 2.390 0.517
26 H -1.076 0.807 1.280
27 H 1.785 2.348 3.873
28 H 3.477 0.730 4.642
29 H 4.082 -1.195 3.216
30 H 3.028 -1.453 0.994
31 H 1.902 1.992 -0.598
32 H 2.494 0.643 -1.593
33 H 0.775 1.992 -2.777
34 H -0.376 1.711 -1.475
35 H 0.901 -0.427 -3.253
36 H -0.746 0.181 -3.468
37 H 0.120 -0.851 -0.896
38 H 0.752 -2.443 -2.709
39 H -0.981 -2.751 -2.857
40 H 0.356 -2.811 -0.137
41 H 0.598 -4.167 -1.214
42 H -1.292 -4.333 0.506
43 H -1.609 -4.885 -1.127
44 H -3.407 -3.489 0.040
45 H -3.053 -3.110 -1.628
46 H -3.309 -1.180 0.099
47 H -1.677 -1.581 0.607
48 H -1.952 0.279 -1.121
49 H -2.484 -0.954 -2.277
50 H 1.644 4.050 1.819
51 H -0.092 5.631 1.073

The molecule's Löwdin atomic charges, reported in e, are given here: atom 1 (C): -0.074, atom 2 (C): -0.085, atom 3 (C): -0.045, atom 4 (C): -0.192, atom 5 (C): -0.123, atom 6 (C): -0.007, atom 7 (C): -0.061, atom 8 (C): -0.063, atom 9 (C): 0.000, atom 10 (C): -0.205, atom 11 (O): -0.130, atom 12 (C): -0.146, atom 13 (C): -0.113, atom 14 (C): -0.104, atom 15 (N): -0.106, atom 16 (C): -0.098, atom 17 (C): -0.153, atom 18 (C): -0.185, atom 19 (C): -0.190, atom 20 (C): -0.156, atom 21 (C): -0.115, atom 22 (C): -0.023, atom 23 (C): -0.062, atom 24 (H): 0.108, atom 25 (H): 0.105, atom 26 (H): 0.110, atom 27 (H): 0.125, atom 28 (H): 0.111, atom 29 (H): 0.111, atom 30 (H): 0.119, atom 31 (H): 0.135, atom 32 (H): 0.141, atom 33 (H): 0.136, atom 34 (H): 0.103, atom 35 (H): 0.134, atom 36 (H): 0.143, atom 37 (H): 0.133, atom 38 (H): 0.133, atom 39 (H): 0.146, atom 40 (H): 0.113, atom 41 (H): 0.123, atom 42 (H): 0.118, atom 43 (H): 0.117, atom 44 (H): 0.118, atom 45 (H): 0.112, atom 46 (H): 0.126, atom 47 (H): 0.121, atom 48 (H): 0.117, atom 49 (H): 0.144, atom 50 (H): 0.123, atom 51 (H): 0.110